No. 1
Here is a molecular structure, C33H32F3N5O4PbSeTe from the OMol25 dataset. Energies are from the ωB97M-V functional and the def2-TZVPD basis.

```
80
Properties=species:S:1:pos:R:3:forces:R:3:mulliken_spin:R:1
Pb 0.51858 -1.60662 -1.17054 0.071 0.513 -0.157 -0.012
N -0.06758 -4.81220 2.21931 -0.008 -0.058 0.046 0.000
C 0.33542 -3.92402 1.27554 -0.006 0.018 -0.153 0.002
O 0.07115 -2.73323 1.38832 0.033 0.071 0.052 -0.003
C 1.11183 -4.47801 0.10373 0.005 -0.113 0.124 -0.003
C 0.62252 -3.91483 -1.22451 0.017 -0.123 -0.063 -0.006
H -0.65502 -4.48169 2.96581 0.015 -0.001 0.002 0.000
H 0.04128 -5.79818 2.07331 0.005 0.000 0.022 0.000
H 1.09180 -5.57559 0.15396 0.005 0.010 -0.042 0.000
H 2.15048 -4.17533 0.27049 0.013 0.008 -0.003 0.004
H -0.35945 -4.31960 -1.48554 -0.035 0.012 0.007 0.001
H 1.31519 -4.18579 -2.02110 -0.001 0.014 -0.042 0.004
Se 3.68860 -1.73478 -4.00492 -0.106 0.074 -0.048 0.260
N 5.21454 -2.01061 -3.07791 -0.050 0.000 0.014 0.239
C 4.90665 -1.95784 -1.78423 0.004 -0.001 0.054 -0.048
C 5.77515 -2.11995 -0.69158 0.039 0.001 -0.036 0.240
C 5.24631 -2.05443 0.59683 0.020 0.000 0.047 -0.045
C 3.89008 -1.84365 0.78897 -0.011 -0.003 0.006 0.170
N 3.01965 -1.68235 -0.21975 -0.097 -0.045 0.065 0.078
C 3.50881 -1.71852 -1.47293 0.074 0.000 -0.016 -0.070
N 2.68572 -1.55805 -2.50039 0.057 -0.090 0.064 0.161
H 6.82843 -2.29831 -0.86396 0.011 0.000 -0.011 0.007
H 5.88834 -2.17390 1.46043 -0.001 -0.002 0.005 0.003
H 3.47173 -1.80416 1.78928 -0.009 -0.012 0.021 0.024
F 0.91379 1.68640 -3.59195 0.000 -0.077 -0.036 -0.001
C -0.12598 0.97424 -4.07389 0.015 0.064 -0.029 0.002
F -0.47185 1.54022 -5.24796 0.011 -0.019 -0.050 0.000
F -1.15888 1.19815 -3.23289 -0.015 -0.148 -0.005 0.000
C 0.24416 -0.53902 -4.23031 0.140 -0.262 -0.129 -0.004
O 1.13489 -0.76847 -5.04334 -0.091 0.231 -0.034 0.002
O -0.40069 -1.32342 -3.49413 -0.021 -0.069 0.186 0.001
C 3.83002 3.94097 -0.97558 0.034 0.016 -0.003 0.001
C 2.43240 3.44432 -0.73200 -0.009 0.025 0.001 0.002
C 1.35165 3.95927 -1.43270 -0.018 -0.019 0.005 0.000
C 0.05726 3.49770 -1.22375 0.172 0.076 -0.041 0.000
C -1.04471 4.08104 -2.07225 -0.107 0.050 -0.018 0.000
C -0.14925 2.49398 -0.26948 -0.161 0.013 0.109 0.000
Te -2.18112 2.06497 0.13734 0.106 0.291 -0.258 0.000
N -2.20010 0.11627 -0.12986 -0.317 0.001 0.369 0.000
C -3.46760 -0.15190 0.20986 0.226 -0.348 -0.217 0.000
O -4.27601 0.69650 0.66308 -0.081 -0.003 0.000 0.000
C -3.89857 -1.57167 0.00124 -0.017 0.051 0.097 0.000
C -5.21397 -1.84414 -0.35219 0.004 -0.027 0.050 0.000
C -5.61447 -3.15398 -0.56612 -0.013 -0.007 0.000 0.000
C -4.70912 -4.19529 -0.40662 -0.011 -0.003 -0.005 0.000
C -3.40011 -3.92365 -0.03409 0.001 0.035 -0.004 0.000
C -2.99308 -2.61248 0.16497 0.032 -0.047 -0.055 -0.001
C -2.01391 2.24751 2.23234 -0.001 -0.030 -0.071 0.000
C -2.01018 1.09704 3.00133 -0.141 0.054 0.173 0.000
C -1.88073 1.19440 4.37926 -0.010 -0.083 -0.079 0.000
C -1.75659 2.44175 4.96983 0.013 0.060 0.012 0.000
C -1.77216 3.58742 4.18842 -0.015 -0.016 0.018 0.000
C -1.90579 3.51275 2.80474 0.059 0.015 0.058 0.000
C -1.89421 4.76780 1.97593 0.033 0.045 -0.031 0.000
C 0.92208 1.94017 0.43704 0.168 0.023 0.002 -0.003
C 0.80537 0.82564 1.43679 -0.085 -0.084 0.093 -0.002
C 2.19805 2.43685 0.19032 -0.016 -0.072 -0.048 -0.005
H 3.86022 4.65972 -1.79353 -0.017 0.004 -0.009 0.000
H 4.49631 3.11501 -1.22624 -0.006 -0.025 -0.009 0.000
H 4.23233 4.42539 -0.08329 -0.005 0.001 0.006 0.000
H 1.51918 4.72000 -2.18677 0.014 0.000 -0.015 0.000
H -0.60762 4.67767 -2.87171 -0.018 0.016 -0.003 0.000
H -1.71438 4.73040 -1.50097 0.022 0.002 0.035 0.000
H -1.65226 3.30655 -2.54242 0.062 0.066 0.042 0.000
H -5.90767 -1.02079 -0.45625 -0.014 0.010 0.000 0.000
H -6.63548 -3.36408 -0.85840 -0.014 -0.010 -0.005 0.000
H -5.02439 -5.21724 -0.57544 -0.007 -0.013 -0.004 0.000
H -2.68832 -4.73042 0.09047 0.003 -0.015 0.005 0.000
H -1.97514 -2.39106 0.45909 -0.041 0.009 -0.004 0.000
H -2.10337 0.12845 2.52492 0.000 -0.013 -0.004 0.000
H -1.87234 0.29637 4.98249 -0.001 -0.007 0.019 0.000
H -1.64678 2.52622 6.04357 -0.008 -0.001 0.009 0.000
H -1.67913 4.56161 4.65383 0.002 0.004 0.020 0.000
H -1.96555 5.64944 2.61137 0.015 0.008 0.005 0.000
H -2.72878 4.79908 1.27169 -0.014 -0.023 0.010 0.000
H -0.97039 4.84448 1.39607 0.009 -0.014 -0.023 0.000
H -0.16653 0.34102 1.42776 0.043 -0.016 -0.094 0.000
H 0.99942 1.19320 2.44820 -0.040 0.019 0.006 0.000
H 1.54489 0.05550 1.21377 0.065 0.017 -0.009 -0.001
H 3.03505 1.99383 0.71980 0.018 -0.028 0.003 0.005
```
Forces are in eV/Å.

Summary:
Expectation value of S²: 0.78
Net charge: -1
Gap between HOMO and LUMO (spin up / spin down): 4.987 / 6.820 eV
Spin multiplicity: 2

***

No. 2
Here is a molecular structure, C43H67BaIN12O2 from the OMol25 dataset. Energies are from the ωB97M-V functional and the def2-TZVPD basis.

```
126
Properties=species:S:1:pos:R:3:forces:R:3:mulliken_charge:R:1
Ba 0.34400 -0.13963 -0.73199 -1.164 1.348 -0.441 1.451
C 0.14925 3.13150 -3.02873 0.311 -0.028 0.211 -0.788
N -1.25610 3.22565 -3.32771 -0.240 0.154 -0.082 0.494
C -1.55240 3.70870 -4.66580 0.073 0.027 0.045 -0.990
C -2.16921 2.58801 -2.54867 -0.442 0.109 -0.112 -0.584
N -1.81367 1.79388 -1.60341 0.120 -0.060 -0.218 0.235
C -2.78970 1.49674 -0.57275 -0.178 -0.087 0.167 0.842
C -2.38576 2.28174 0.67801 -0.013 0.100 -0.087 -1.702
N -1.37334 1.56634 1.45225 0.031 -0.069 -0.064 1.175
C -1.98094 0.61886 2.39873 -0.104 0.035 0.074 -2.239
C -1.48588 -0.82491 2.26744 0.123 0.045 0.010 0.380
N -2.16531 -1.51920 1.19829 -0.111 0.104 -0.084 0.515
C -2.90209 -2.53088 1.47217 0.038 -0.033 -0.050 0.106
N -3.30934 -2.91535 2.74734 -0.021 0.041 -0.043 0.556
C -3.35146 -4.30002 3.14211 -0.009 -0.139 0.038 -1.176
C -3.94642 -1.99229 3.64951 -0.056 0.108 0.070 -0.940
N -3.31619 -3.38100 0.46938 0.127 -0.074 0.131 0.326
C -4.66698 -3.89189 0.45413 -0.138 -0.048 0.010 -1.259
C -2.65328 -3.34090 -0.80788 0.029 0.004 -0.161 -0.927
C -0.46677 2.50221 2.10858 0.018 0.127 -0.048 -0.556
C 0.78898 1.83539 2.67391 0.071 0.059 -0.040 -1.345
N 1.83792 1.74896 1.67296 -0.216 -0.111 -0.014 0.225
C 2.90885 2.44169 1.81581 0.163 -0.081 -0.058 0.425
N 3.03400 3.57706 2.60907 0.048 -0.086 -0.040 0.446
C 4.23203 3.86126 3.35980 0.080 0.037 0.042 -1.194
C 2.04430 4.62020 2.59996 -0.164 0.127 0.013 -1.063
N 4.07405 2.06146 1.18833 -0.086 0.118 -0.024 0.353
C 4.89286 3.02832 0.49486 0.139 0.053 0.060 -1.107
C 4.32529 0.66854 0.87690 0.149 -0.084 0.058 -0.128
N -3.52432 2.92830 -2.86364 0.397 -0.058 -0.022 0.492
C -4.40942 1.85391 -3.23110 -0.231 -0.161 0.023 -0.872
C -4.11137 4.03102 -2.14422 -0.006 0.211 -0.062 -1.009
H 0.63367 2.29748 -3.54205 -0.019 -0.008 0.055 0.179
H 0.28528 2.99065 -1.95420 0.007 0.025 -0.128 -0.016
H 0.63315 4.06368 -3.33028 0.015 -0.021 -0.004 0.359
H -1.22119 2.99054 -5.41923 0.018 -0.039 -0.016 0.212
H -1.01938 4.64802 -4.83336 -0.034 -0.018 0.042 0.319
H -2.61529 3.87624 -4.77622 -0.096 0.001 -0.017 0.341
H -2.74762 0.42922 -0.33851 -0.071 -0.066 0.062 -0.563
H -3.82844 1.71102 -0.85215 0.281 0.081 0.110 0.028
H -3.25328 2.55913 1.29934 0.011 -0.118 -0.022 0.272
H -1.93450 3.21377 0.33017 -0.117 0.028 0.031 0.687
H -3.06205 0.62143 2.22798 0.057 -0.042 0.053 0.857
H -1.82656 0.97952 3.42464 0.040 -0.036 -0.018 0.122
H -1.53596 -1.34197 3.23378 -0.109 0.028 -0.054 0.351
H -0.42388 -0.78909 2.01535 0.129 -0.019 0.059 -0.549
H -2.82208 -4.90738 2.41248 0.009 -0.011 0.000 0.342
H -4.37796 -4.68024 3.23250 0.018 0.004 0.008 0.296
H -2.86169 -4.42292 4.11316 -0.012 -0.003 -0.007 0.360
H -3.98823 -1.00032 3.20649 -0.005 -0.036 0.018 0.220
H -3.41579 -1.92207 4.60554 -0.010 0.001 -0.009 0.307
H -4.97638 -2.31148 3.86014 0.030 0.009 0.006 0.370
H -5.20148 -3.57618 1.34762 -0.002 -0.025 -0.010 0.395
H -4.68838 -4.98557 0.40481 0.010 0.033 -0.020 0.305
H -5.20752 -3.50365 -0.41642 0.003 0.005 0.019 0.365
H -1.61203 -3.06957 -0.66179 0.054 -0.023 0.011 -0.045
H -3.12723 -2.61744 -1.48647 0.006 0.036 0.012 0.612
H -2.70591 -4.32941 -1.27399 -0.019 0.031 0.025 0.358
H -0.99566 3.09006 2.88134 0.033 -0.114 0.030 0.113
H -0.13879 3.20212 1.33636 -0.093 -0.011 0.100 0.230
H 0.54281 0.81064 2.96670 0.003 0.033 0.054 0.289
H 1.11389 2.33663 3.59536 0.006 0.107 -0.132 0.393
H 4.90458 3.00809 3.31935 -0.007 0.006 0.003 0.327
H 3.97974 4.05590 4.40804 0.015 0.004 -0.031 0.357
H 4.76140 4.74197 2.97294 -0.007 -0.027 0.016 0.358
H 1.29226 4.41764 1.84110 0.090 0.031 0.057 0.317
H 2.51672 5.57984 2.35670 -0.006 -0.017 0.015 0.359
H 1.53953 4.73326 3.56718 0.012 -0.011 -0.024 0.299
H 4.55159 4.03637 0.71439 -0.012 0.046 -0.012 0.391
H 4.83441 2.87241 -0.58824 -0.002 0.010 0.019 0.253
H 5.94406 2.95032 0.79162 -0.006 0.000 -0.004 0.324
H 5.03710 0.23555 1.59271 0.035 0.050 -0.033 0.202
H 4.76793 0.58622 -0.11723 -0.041 -0.026 0.031 0.505
H 3.40714 0.09149 0.90516 0.139 0.078 0.011 -0.424
H -3.83519 1.06498 -3.71346 -0.008 -0.022 -0.006 0.157
H -5.15350 2.21990 -3.94750 0.032 -0.008 0.044 0.301
H -4.95298 1.41163 -2.37909 -0.005 0.043 -0.142 0.329
H -3.34944 4.78901 -1.95670 -0.012 -0.003 0.007 0.329
H -4.55360 3.74290 -1.17814 0.011 -0.026 -0.016 0.264
H -4.90088 4.49509 -2.74578 0.041 -0.047 0.024 0.303
N -0.58138 -1.64692 -2.92049 0.268 -0.219 0.001 0.002
C -0.80483 -0.94812 -4.11943 -0.233 0.036 -0.045 0.493
C -2.10831 -0.94622 -4.62053 0.138 0.115 -0.038 -0.917
C -2.43211 -0.26864 -5.78213 -0.068 -0.025 -0.014 -0.255
C -1.44217 0.41940 -6.46328 -0.038 -0.002 -0.040 -1.068
C -0.15144 0.41670 -5.96173 0.065 0.032 -0.029 -0.866
C 0.21379 -0.25076 -4.79194 -0.207 -0.058 -0.095 0.826
C 1.63016 -0.13820 -4.33754 -0.119 -0.004 -0.049 0.146
C 2.62023 -0.25369 -5.31642 0.035 0.001 -0.019 -0.228
C 3.93538 0.06098 -5.01863 0.062 -0.029 -0.181 -0.991
C 4.25236 0.48016 -3.73829 0.139 0.062 0.141 -0.567
C 3.26077 0.51732 -2.76483 -0.014 0.073 -0.015 -0.842
C 1.91165 0.21603 -3.00571 0.026 -0.106 0.042 0.356
H -1.29980 -2.33924 -2.75776 -0.018 0.027 -0.026 0.195
H 0.31290 -2.13329 -2.91580 0.116 -0.046 -0.031 -0.125
H -2.86695 -1.50167 -4.07963 -0.046 -0.015 -0.009 0.257
H -3.44868 -0.28626 -6.15468 -0.018 0.001 -0.007 0.408
H -1.66842 0.95779 -7.37293 -0.031 0.026 -0.052 0.373
H 0.62196 0.97437 -6.47642 -0.018 0.013 -0.036 0.509
H 2.36401 -0.57646 -6.31997 -0.019 -0.012 -0.017 0.558
H 4.69768 -0.01029 -5.78444 0.042 -0.003 -0.019 0.322
H 5.27225 0.76359 -3.49616 0.026 -0.011 -0.004 0.379
H 3.56319 0.83855 -1.76963 -0.015 -0.028 0.036 0.238
C 5.24819 -3.03326 -3.29243 0.237 0.012 0.014 -0.567
C 4.30200 -4.23226 -3.31081 0.062 -0.312 0.029 -0.460
C 2.90926 -3.84319 -3.17228 -0.278 -0.022 0.158 0.315
N 1.80807 -3.55435 -3.03903 -0.026 0.033 -0.061 -0.598
H 6.11039 -3.22939 -3.92751 0.049 0.000 0.041 0.362
H 5.60465 -2.84017 -2.28290 -0.025 0.043 0.041 0.285
H 4.75841 -2.13494 -3.64748 -0.066 0.110 -0.112 -0.112
H 4.51899 -4.92153 -2.49024 0.044 0.001 -0.095 0.260
H 4.38606 -4.81105 -4.23354 0.019 0.099 0.004 0.300
I 3.11662 -6.06599 5.65184 0.030 -0.062 0.090 0.068
C 2.56921 -4.83949 4.06172 -0.115 0.075 -0.183 -0.042
C 3.24607 -3.64985 3.84398 0.157 -0.072 0.231 -0.661
C 2.87701 -2.83790 2.78715 -0.101 0.040 -0.092 -0.068
C 1.84047 -3.20954 1.94445 -0.098 -0.141 -0.084 0.194
C 1.16867 -4.40674 2.16993 0.053 0.198 -0.098 -0.298
C 1.52702 -5.22201 3.22678 0.022 -0.165 0.160 -0.654
C 1.42437 -2.31930 0.80043 -0.069 -0.364 0.269 0.737
O 0.52479 -2.70264 0.02915 -0.250 -0.501 -0.147 -0.912
O 1.96399 -1.18667 0.70917 1.115 -0.486 0.893 -1.573
H 4.05480 -3.36031 4.50132 0.011 0.015 -0.008 0.394
H 3.38283 -1.90220 2.60677 0.061 0.111 -0.023 0.383
H 0.36547 -4.67991 1.50073 -0.049 -0.022 -0.043 0.459
H 1.00286 -6.15107 3.40367 -0.006 -0.022 0.001 0.384
```
Forces are in eV/Å.

Summary:
Net charge: 0
Gap between HOMO and LUMO: 6.921 eV